The following is a quantum chemistry calculation of a cluster of 2 separate species, C4H12 in total in a non-equilibrium geometry, from OMol25.

Properties
HOMO level ... -11.660 eV
Structure (SMILES) ... CC.CC
Largest force on an atom ... 0.03806 hartree/bohr
Energy relative to the best compared isomer or geometry (same formula, charge and spin) ... 0.260 eV
E ... -159.57542 Ha
Orbital gap ... 0.4703 Eh

Cartesian coordinates (Å):
C 0.305 1.252 2.094
C 0.148 1.946 0.748
H 1.347 1.294 2.430
H -0.212 1.767 2.906
H 0.037 0.203 2.028
H 0.160 3.033 0.825
H -0.845 1.759 0.337
H 0.891 1.610 0.037
C -0.236 -0.938 -1.788
C -0.222 -2.267 -1.048
H 0.181 -0.195 -1.101
H 0.434 -0.816 -2.646
H -1.238 -0.587 -2.029
H -0.458 -2.180 0.005
H 0.809 -2.652 -1.081
H -0.757 -3.063 -1.578

Here are the Mulliken charges for atoms 1 to 6, given in e: C -0.7630; C -0.8093; H 0.2541; H 0.2883; H 0.2205; H 0.3512


The following is a quantum chemistry calculation of a cluster of 2 separate species, C4H12 in total in a non-equilibrium geometry, from OMol25.

Properties
HOMO level ... -11.358 eV
Structure (SMILES) ... CC.CC
Largest force on an atom ... 0.08590 hartree/bohr
Energy relative to the best compared isomer or geometry (same formula, charge and spin) ... 0.980 eV
E ... -159.54897 Ha
Orbital gap ... 0.4571 Eh

Cartesian coordinates (Å):
C -2.442 0.570 0.245
C -1.863 0.990 1.656
H -3.498 0.754 0.128
H -1.816 1.158 -0.590
H -2.194 -0.418 0.065
H -0.851 1.060 1.648
H -2.179 0.352 2.448
H -2.315 1.956 1.992
C 2.019 -1.503 -1.132
C 2.265 -0.095 -0.792
H 2.925 -2.067 -1.126
H 1.426 -2.003 -0.250
H 1.442 -1.623 -2.037
H 3.296 0.259 -0.513
H 1.672 0.259 0.036
H 2.215 0.547 -1.667

Here are the Mulliken charges for atoms 1 to 6, given in e: C -0.7616; C -0.8547; H 0.3178; H 0.1907; H 0.2762; H 0.2657


The following is a quantum chemistry calculation of a cluster of 2 separate species, C4H12 in total in a non-equilibrium geometry, from OMol25.

Properties
HOMO level ... -11.312 eV
Structure (SMILES) ... CC.CC
Largest force on an atom ... 0.04030 hartree/bohr
Energy relative to the best compared isomer or geometry (same formula, charge and spin) ... 0.550 eV
E ... -159.56474 Ha
Orbital gap ... 0.4571 Eh

Cartesian coordinates (Å):
C -0.254 1.656 -0.429
C -1.108 2.691 -1.178
H -0.123 1.998 0.621
H -0.727 0.642 -0.559
H 0.779 1.581 -0.794
H -1.265 2.569 -2.246
H -0.585 3.605 -0.900
H -2.073 2.883 -0.676
C 0.006 -2.523 0.747
C 1.367 -1.880 0.820
H -0.813 -1.888 0.407
H -0.090 -3.480 0.196
H -0.468 -2.794 1.708
H 1.644 -1.231 -0.020
H 1.406 -1.108 1.593
H 2.162 -2.617 0.982

Here are the Mulliken charges for atoms 1 to 6, given in e: C -0.6054; C -0.9485; H 0.2730; H 0.1260; H 0.2792; H 0.3146


The following is a quantum chemistry calculation of a cluster of 2 separate species, C4H12 in total in a non-equilibrium geometry, from OMol25.

Properties
HOMO level ... -10.135 eV
Structure (SMILES) ... CC.CC
Largest force on an atom ... 0.13756 hartree/bohr
Energy relative to the best compared isomer or geometry (same formula, charge and spin) ... 1.904 eV
E ... -159.51500 Ha
Orbital gap ... 0.4143 Eh

Cartesian coordinates (Å):
C 0.063 -2.527 -0.813
C -0.426 -1.487 0.016
H 0.616 -3.268 -0.306
H -0.780 -3.059 -1.212
H 0.460 -2.237 -1.708
H -0.671 -1.802 1.029
H -1.373 -0.769 -0.298
H 0.137 -0.507 -0.099
C 0.946 1.882 0.244
C -0.532 2.114 0.595
H 1.234 2.166 -0.788
H 1.602 2.234 0.985
H 1.190 0.812 0.130
H -0.609 2.344 1.664
H -1.155 2.978 0.152
H -0.963 1.216 0.200

Here are the Mulliken charges for atoms 1 to 6, given in e: C -1.1168; C -0.1714; H 0.2991; H 0.3214; H 0.4203; H 0.3100